{"formula": "C23H41AlIP2", "method": "wB97M-V/def2-TZVPD", "elements": ["Al", "C", "C", "C", "C", "C", "C", "H", "H", "H", "C", "H", "H", "H", "C", "H", "H", "H", "C", "H", "H", "H", "C", "H", "H", "H", "C", "C", "C", "C", "C", "C", "C", "C", "H", "H", "H", "H", "H", "H", "H", "H", "H", "H", "H", "H", "P", "C", "C", "P", "C", "C", "C", "H", "H", "H", "H", "H", "H", "H", "H", "H", "H", "H", "H", "H", "H", "I"], "positions_angstrom": [[-1.560, 0.318, 0.250], [-1.905, -2.719, 0.888], [-1.998, -1.426, 1.521], [-3.698, -1.694, -0.084], [-2.851, -2.788, -0.160], [-3.185, -0.769, 0.921], [-1.127, -3.875, 1.383], [-0.338, -3.578, 2.084], [-0.675, -4.450, 0.557], [-1.795, -4.574, 1.917], [-3.036, -3.935, -1.096], [-2.201, -4.637, -1.037], [-3.106, -3.573, -2.133], [-3.958, -4.488, -0.875], [-5.027, -1.612, -0.738], [-5.676, -2.450, -0.424], [-4.933, -1.684, -1.826], [-5.556, -0.684, -0.505], [-4.057, 0.227, 1.615], [-5.071, -0.200, 1.702], [-4.171, 1.156, 1.037], [-3.676, 0.476, 2.611], [-1.484, -1.108, 2.882], [-2.246, -1.331, 3.648], [-1.205, -0.047, 2.979], [-0.595, -1.708, 3.129], [2.247, -1.743, -2.331], [2.230, -2.603, -1.292], [1.308, -2.367, -0.104], [1.444, -0.947, 0.454], [0.528, 0.168, 0.005], [0.730, 1.046, -1.253], [1.761, 0.758, -2.361], [2.804, -0.336, -2.204], [1.592, -3.104, 0.652], [2.468, -0.591, 0.306], [0.246, -2.603, -0.329], [3.353, -0.235, -1.271], [2.170, -2.040, -3.380], [2.872, -3.534, -1.255], [3.529, -0.239, -3.030], [1.171, 0.483, -3.255], [-0.233, 1.111, -1.792], [2.272, 1.695, -2.637], [1.338, -1.041, 1.552], [0.437, 0.796, 0.945], [3.037, 1.880, 0.509], [4.630, 1.809, -0.471], [3.714, 2.768, 1.987], [0.484, 2.878, -0.499], [2.251, 3.286, -0.432], [-0.023, 3.230, 1.218], [-0.228, 4.190, -1.523], [4.449, 1.827, -1.556], [5.146, 0.871, -0.235], [5.313, 2.635, -0.233], [4.472, 3.516, 1.738], [4.178, 2.009, 2.624], [2.910, 3.244, 2.561], [0.537, 4.963, -1.670], [-1.086, 4.632, -0.999], [-0.549, 3.790, -2.489], [2.665, 3.355, -1.447], [2.415, 4.242, 0.064], [-1.109, 3.379, 1.235], [0.469, 4.163, 1.528], [0.268, 2.444, 1.929], [-3.079, 1.365, -1.504]], "forces_ev_per_angstrom": [[0.08, -2.76, -1.45], [0.14, 1.97, 0.50], [-0.99, -2.15, -0.53], [0.75, 0.81, 1.01], [-0.26, 0.04, 0.47], [0.04, -1.22, -0.08], [0.51, -0.60, -0.04], [-0.11, -0.13, -0.19], [-0.03, 0.15, 0.38], [0.18, 0.25, -0.14], [-0.08, -0.11, -0.21], [-0.12, 0.04, -0.05], [-0.02, -0.17, 0.24], [0.14, 0.06, -0.07], [-0.30, 0.13, -0.53], [0.31, 0.26, -0.04], [-0.13, 0.05, 0.02], [0.10, -0.10, -0.07], [-0.69, 0.25, 0.24], [0.33, 0.26, 0.28], [-0.13, -0.13, 0.31], [-0.17, -0.02, -0.07], [0.15, -0.03, 0.55], [0.25, 0.19, -0.13], [0.02, -0.07, 0.26], [-0.21, 0.30, -0.12], [1.10, 0.11, -0.62], [-0.49, -1.24, 0.25], [1.38, 0.19, 0.21], [-0.24, -0.60, 0.80], [-2.35, 1.37, 1.05], [-2.38, 0.50, 0.67], [0.18, 1.27, -0.70], [-1.39, 0.29, 0.49], [-0.03, 0.24, 0.25], [-0.26, -0.26, 0.27], [0.78, 0.22, -0.40], [0.04, -0.03, -0.27], [1.18, -0.63, 0.19], [-1.94, 0.12, -0.90], [-0.28, -0.02, 0.34], [0.16, 0.26, 0.35], [0.45, -0.49, -0.09], [-0.18, -0.11, 0.02], [-0.07, 0.24, -0.45], [1.10, -0.14, -0.93], [1.81, 0.83, -0.02], [0.10, -0.15, 0.01], [-0.15, -0.06, 0.02], [2.67, 0.36, -0.92], [-0.03, 0.21, 0.24], [-0.54, -0.48, 0.11], [-0.43, -0.03, -0.04], [-0.05, -0.09, 0.36], [-0.03, 0.17, -0.06], [-0.25, -0.09, 0.02], [-0.18, -0.05, -0.04], [-0.06, 0.13, 0.01], [0.13, -0.12, -0.03], [-0.19, -0.25, 0.03], [0.12, -0.17, -0.32], [-0.04, 0.13, 0.15], [-0.19, -0.06, 0.26], [-0.02, 0.12, -0.03], [0.16, -0.04, 0.15], [-0.10, -0.19, -0.26], [-0.06, 0.27, -0.22], [0.80, 1.00, -0.47]], "total_charge": 1, "lumo_energy_ev": -3.78, "e_above_lowest_kcal_mol": 34.9, "e_homo_ev": -9.71, "e_tot_ev": -57781.995, "spin_multiplicity": 1}

---

{"formula": "C6H10O", "method": "wB97M-V/def2-TZVPD", "elements": ["C", "C", "C", "C", "C", "C", "O", "H", "H", "H", "H", "H", "H", "H", "H", "H", "H"], "positions_angstrom": [[1.833, -0.462, -0.462], [0.669, -0.023, 0.422], [0.177, 1.408, 0.151], [-1.105, 1.209, -0.617], [-1.506, -0.065, -0.650], [-0.471, -0.930, -0.049], [-0.435, -2.144, -0.055], [1.569, -0.300, -1.514], [2.750, 0.085, -0.239], [1.990, -1.536, -0.317], [0.918, -0.179, 1.478], [0.908, 1.999, -0.413], [-0.036, 1.968, 1.073], [-1.625, 2.033, -1.098], [-2.403, -0.466, -1.104], [-1.502, -0.922, 1.973], [-1.348, -1.596, 1.696]], "forces_ev_per_angstrom": [[0.21, 0.04, -0.08], [0.01, -0.06, -0.03], [0.01, -0.02, -0.07], [-0.05, -0.12, -0.02], [0.05, 0.08, -0.14], [0.20, -0.30, -0.43], [0.08, 0.46, -0.34], [0.14, -0.01, 0.11], [0.00, -0.02, -0.01], [0.11, 0.21, -0.06], [-0.17, -0.14, -0.21], [-0.11, -0.07, 0.04], [0.09, -0.13, -0.15], [-0.02, -0.07, 0.18], [0.09, 0.08, -0.02], [-0.26, -0.16, 0.49], [-0.37, 0.23, 0.74]], "lumo_energy_ev": 0.62, "e_above_lowest_kcal_mol": 28.0, "smiles": "C[C@H]1CC=CC1=O.[H][H]", "e_homo_ev": -9.47, "e_tot_ev": -8430.027, "spin_multiplicity": 1}

---

{"formula": "C7H27AsF6O6", "method": "wB97M-V/def2-TZVPD", "elements": ["O", "H", "H", "H", "As", "F", "F", "F", "F", "F", "F", "C", "C", "C", "O", "H", "H", "H", "H", "H", "H", "H", "H", "C", "O", "H", "H", "H", "H", "C", "O", "H", "H", "H", "H", "C", "O", "H", "H", "H", "H", "C", "O", "H", "H", "H", "H"], "positions_angstrom": [[-0.455, -0.657, 0.166], [-1.149, 0.038, 0.034], [-0.246, -0.819, 1.128], [0.358, -0.448, -0.358], [0.057, -1.254, -4.064], [0.179, -1.505, -5.761], [1.727, -0.796, -3.967], [-0.103, -0.960, -2.342], [-1.617, -1.716, -4.082], [0.488, -2.897, -3.737], [-0.374, 0.410, -4.319], [2.442, 3.045, 0.743], [1.373, 2.378, -0.109], [1.184, 3.045, -1.454], [1.669, 0.996, -0.292], [3.416, 3.009, 0.245], [2.543, 2.577, 1.722], [2.202, 4.102, 0.879], [0.451, 2.430, 0.479], [0.276, 2.729, -1.968], [2.019, 2.827, -2.122], [1.100, 4.129, -1.332], [2.524, 0.875, -0.718], [1.841, -3.188, 1.092], [2.101, -2.099, 0.199], [2.337, -2.991, 2.043], [0.762, -3.232, 1.214], [2.141, -4.135, 0.640], [3.008, -2.165, -0.109], [1.000, 0.019, 3.198], [0.052, -0.945, 2.713], [0.521, 0.941, 3.531], [1.604, -0.417, 3.993], [1.662, 0.245, 2.363], [-0.459, -1.293, 3.447], [-3.438, -1.090, 2.884], [-3.026, -1.332, 1.545], [-2.606, -0.631, 3.420], [-4.285, -0.404, 2.923], [-3.658, -2.021, 3.411], [-3.515, -2.081, 1.195], [-2.816, 0.578, -1.609], [-1.941, 1.307, -0.721], [-3.575, 0.040, -1.039], [-3.310, 1.260, -2.299], [-2.212, -0.114, -2.191], [-2.251, 2.208, -0.613]], "forces_ev_per_angstrom": [[0.12, -0.50, 0.17], [0.05, 0.45, -0.14], [-0.16, 0.04, 0.10], [0.00, 0.11, -0.07], [0.07, -0.12, -0.23], [0.03, -0.04, -0.11], [0.14, 0.06, 0.07], [0.10, 0.05, 0.37], [-0.15, 0.13, 0.00], [0.06, -0.05, 0.05], [-0.14, 0.13, -0.01], [0.26, 0.24, -0.30], [0.32, 0.18, 0.04], [-0.29, 0.52, -0.16], [-0.35, -0.50, 0.49], [-0.03, -0.05, 0.00], [-0.07, -0.06, 0.00], [-0.02, -0.04, 0.09], [-0.15, -0.31, -0.22], [0.04, -0.31, 0.11], [0.08, 0.06, 0.07], [0.15, -0.05, -0.02], [-0.04, 0.16, -0.17], [-0.03, 0.38, -0.60], [-0.16, 0.00, 0.20], [-0.07, -0.35, 0.13], [0.01, 0.06, 0.19], [0.19, -0.04, 0.19], [-0.03, -0.02, -0.10], [0.30, -0.20, -0.22], [0.21, 0.30, 0.11], [-0.10, -0.07, 0.06], [-0.06, 0.08, 0.09], [-0.07, 0.01, -0.04], [-0.12, -0.07, -0.10], [0.21, -0.16, 0.03], [0.16, 0.08, 0.12], [-0.01, 0.16, -0.14], [-0.10, -0.09, 0.06], [-0.22, 0.05, -0.03], [-0.02, 0.03, -0.05], [-0.23, 0.17, -0.29], [0.03, -0.39, -0.02], [0.06, 0.01, 0.07], [0.05, 0.01, -0.01], [0.02, 0.01, 0.09], [-0.05, -0.05, 0.11]], "lumo_energy_ev": -0.19, "e_homo_ev": -10.80, "e_tot_ev": -97126.990, "spin_multiplicity": 1}

---

{"formula": "C40H44FN3O21P", "method": "wB97M-V/def2-TZVPD", "elements": ["C", "C", "C", "C", "C", "C", "C", "C", "C", "N", "F", "C", "N", "N", "P", "O", "H", "H", "H", "H", "H", "H", "H", "H", "H", "H", "H", "H", "H", "H", "H", "H", "H", "H", "H", "H", "H", "H", "H", "H", "C", "C", "C", "O", "C", "C", "C", "O", "O", "O", "H", "H", "H", "H", "C", "C", "C", "O", "C", "C", "C", "O", "O", "O", "H", "H", "H", "H", "C", "C", "C", "O", "C", "C", "C", "O", "O", "O", "H", "H", "H", "H", "C", "C", "C", "O", "C", "C", "C", "O", "O", "O", "H", "H", "H", "H", "C", "C", "C", "O", "C", "C", "C", "O", "O", "O", "H", "H", "H", "H"], "positions_angstrom": [[2.130, -1.305, -1.507], [2.699, 0.115, -1.176], [1.728, 0.943, -0.247], [1.791, 2.444, -0.693], [1.078, 2.560, -2.084], [-0.031, 3.656, -2.190], [-0.932, 3.817, -0.927], [-1.743, 2.540, -0.513], [-1.935, 1.506, -1.659], [-3.060, 0.554, -1.359], [-3.960, 0.782, -0.417], [-3.154, -0.561, -2.001], [-2.213, -0.917, -3.010], [-4.209, -1.489, -1.669], [-3.538, -2.709, -0.566], [-4.548, -3.085, 0.490], [2.009, -1.883, -0.567], [1.171, -1.243, -2.066], [2.831, -1.901, -2.131], [3.683, -0.051, -0.685], [2.918, 0.628, -2.133], [2.085, 0.768, 0.785], [0.719, 0.496, -0.421], [2.879, 2.664, -0.852], [1.443, 3.157, 0.075], [0.745, 1.547, -2.406], [1.869, 2.843, -2.815], [-0.645, 3.433, -3.086], [0.438, 4.644, -2.385], [-0.360, 4.242, -0.080], [-1.681, 4.602, -1.177], [-1.308, 2.106, 0.406], [-2.761, 2.890, -0.228], [-1.029, 0.864, -1.659], [-2.074, 1.948, -2.658], [-2.609, -0.620, -3.900], [-2.046, -1.916, -2.965], [-4.385, -1.989, -2.545], [-3.099, -3.871, -1.281], [-2.413, -2.107, 0.078], [7.442, 5.767, -1.579], [6.426, 5.044, -2.054], [5.143, 4.912, -1.304], [4.238, 4.256, -1.788], [5.031, 5.578, -0.008], [6.049, 6.299, 0.470], [7.323, 6.454, -0.292], [8.214, 7.134, 0.174], [5.977, 6.919, 1.657], [6.506, 4.399, -3.232], [8.376, 5.872, -2.114], [4.103, 5.460, 0.534], [6.834, 7.368, 1.768], [5.648, 3.954, -3.347], [-5.311, -6.434, 0.934], [-5.251, -7.074, -0.233], [-5.464, -8.546, -0.334], [-5.416, -9.077, -1.426], [-5.718, -9.288, 0.902], [-5.774, -8.648, 2.075], [-5.587, -7.171, 2.166], [-5.662, -6.619, 3.246], [-6.002, -9.303, 3.225], [-4.991, -6.413, -1.379], [-5.160, -5.364, 1.016], [-5.854, -10.357, 0.821], [-5.997, -8.621, 3.919], [-5.003, -7.087, -2.082], [-2.481, -1.707, 4.622], [-3.048, -0.576, 5.047], [-4.524, -0.457, 5.225], [-4.989, 0.590, 5.632], [-5.350, -1.617, 4.892], [-4.785, -2.750, 4.463], [-3.304, -2.876, 4.311], [-2.830, -3.929, 3.933], [-5.518, -3.827, 4.147], [-2.310, 0.515, 5.336], [-1.412, -1.801, 4.493], [-6.420, -1.514, 5.008], [-4.880, -4.510, 3.872], [-2.946, 1.195, 5.621], [3.583, -0.324, 6.049], [3.016, 0.808, 6.476], [1.538, 0.925, 6.655], [1.069, 1.968, 7.062], [0.714, -0.237, 6.320], [1.281, -1.366, 5.891], [2.759, -1.492, 5.738], [3.228, -2.548, 5.359], [0.540, -2.448, 5.577], [3.747, 1.897, 6.767], [4.652, -0.421, 5.918], [-0.356, -0.139, 6.436], [1.177, -3.130, 5.299], [3.106, 2.571, 7.053], [2.737, 3.197, -6.440], [1.978, 3.218, -7.539], [1.759, 1.992, -8.362], [1.043, 2.055, -9.341], [2.426, 0.758, -7.948], [3.189, 0.739, -6.852], [3.385, 1.958, -6.015], [4.073, 1.886, -5.014], [3.816, -0.380, -6.448], [1.372, 4.341, -7.955], [2.901, 4.078, -5.835], [2.275, -0.120, -8.561], [4.297, -0.130, -5.640], [0.888, 4.092, -8.763]], "forces_ev_per_angstrom": [[0.47, 0.10, 0.14], [-0.17, -0.89, -0.11], [0.99, -0.15, -0.90], [0.67, -0.95, -0.23], [0.75, 0.81, -0.07], [0.23, -0.25, 0.39], [-0.56, 0.30, -0.99], [-0.82, 0.76, 0.18], [1.08, 0.45, 1.50], [1.54, -0.65, -1.66], [-0.30, 0.46, 0.32], [-1.08, -1.92, -0.31], [-1.24, 1.25, 1.16], [2.71, 0.15, -0.24], [-2.75, -1.17, 3.77], [1.60, 0.52, -1.93], [-0.24, 0.31, -0.53], [0.41, -0.02, 0.44], [-0.35, 0.47, 0.29], [-0.58, 0.35, -0.19], [-0.22, -0.04, 0.50], [-0.61, 0.22, -0.32], [0.43, 0.47, 0.55], [-1.04, -0.02, 0.29], [-0.09, -0.41, -0.40], [-0.05, 0.68, 0.20], [-0.58, -0.25, 0.29], [0.21, 0.27, 0.42], [-0.20, -0.62, 0.13], [-0.31, -0.57, -0.40], [0.48, -0.43, 0.13], [-0.13, -0.27, -0.67], [0.67, -0.19, -0.03], [-0.73, 0.27, -0.37], [-0.24, -0.16, 0.56], [0.59, -0.10, -0.27], [-0.09, 0.02, -0.41], [-0.40, 0.10, 0.13], [0.02, 0.86, -0.29], [-0.09, 0.09, -0.96], [0.13, 0.22, 0.27], [0.57, -0.19, -0.76], [-0.28, 0.25, 0.68], [0.08, -0.08, -0.34], [-0.22, -0.32, -0.40], [-0.57, 0.19, 0.83], [0.49, -0.16, -0.66], [-0.18, 0.09, 0.32], [0.38, -0.21, -0.70], [-0.43, 0.22, 0.67], [-0.02, 0.00, -0.01], [0.02, 0.03, 0.01], [0.07, 0.11, 0.11], [-0.05, -0.13, -0.14], [0.00, 0.14, 0.34], [0.14, 0.77, -0.14], [-0.15, -0.72, 0.33], [0.10, 0.33, -0.20], [0.06, 0.08, -0.42], [-0.19, -0.87, 0.38], [0.14, 0.57, -0.42], [0.04, -0.27, 0.31], [0.15, 0.70, -0.42], [-0.03, -0.49, 0.09], [-0.04, -0.01, -0.02], [-0.01, 0.01, 0.02], [-0.04, -0.03, 0.18], [-0.04, -0.09, -0.05], [0.02, -0.28, -0.24], [0.82, 0.25, 0.00], [-0.80, -0.39, -0.02], [0.34, 0.23, -0.01], [0.13, 0.49, 0.14], [-0.97, -0.44, -0.10], [0.59, 0.26, 0.07], [-0.24, -0.10, -0.11], [0.84, 0.55, 0.14], [-0.73, -0.27, -0.10], [-0.02, -0.04, 0.06], [0.01, -0.03, 0.01], [-0.22, -0.34, -0.08], [-0.02, 0.10, 0.09], [-0.06, -0.38, -0.14], [0.90, 0.33, 0.03], [-0.63, -0.31, -0.05], [0.28, 0.18, -0.01], [-0.01, 0.30, 0.15], [-0.82, -0.23, 0.02], [0.71, 0.29, 0.05], [-0.31, -0.16, -0.08], [0.74, 0.29, 0.02], [-0.69, -0.37, -0.08], [-0.01, 0.01, 0.03], [0.03, 0.03, 0.02], [0.01, -0.14, 0.01], [0.01, 0.15, 0.08], [0.25, -0.25, 0.34], [-0.13, 0.98, 0.17], [0.18, -0.76, -0.17], [-0.11, 0.34, 0.05], [-0.27, 0.19, -0.22], [0.15, -0.91, -0.23], [-0.16, 0.81, 0.04], [0.11, -0.32, 0.09], [-0.22, 0.74, 0.12], [0.14, -0.81, -0.04], [0.00, 0.01, -0.03], [0.03, 0.01, 0.00], [0.13, -0.06, 0.08], [-0.08, 0.09, -0.13]], "total_charge": 1, "lumo_energy_ev": -4.38, "e_homo_ev": -11.21, "e_tot_ev": -101655.425, "spin_multiplicity": 1}

---

{"formula": "C6H14O2", "method": "wB97M-V/def2-TZVPD", "elements": ["C", "C", "C", "C", "C", "C", "O", "O", "H", "H", "H", "H", "H", "H", "H", "H", "H", "H", "H", "H", "H", "H"], "positions_angstrom": [[-0.091, 0.122, -0.544], [2.501, 0.199, -0.515], [0.926, -0.739, -0.006], [-1.444, -1.221, -0.033], [-0.328, 1.434, 0.165], [-2.464, -0.798, 1.005], [-0.144, 0.197, -1.913], [2.751, 1.361, 0.245], [-0.028, 1.107, -2.206], [2.873, 1.107, 1.165], [3.287, -0.553, -0.383], [2.466, 0.496, -1.562], [1.069, -1.686, -0.511], [0.982, -0.745, 1.076], [-1.096, -2.231, 0.186], [-1.926, -1.293, -1.009], [-0.507, 1.260, 1.224], [-1.196, 1.938, -0.259], [0.530, 2.095, 0.041], [-2.740, 0.245, 0.829], [-2.054, -0.875, 2.014], [-3.366, -1.419, 0.991]], "forces_ev_per_angstrom": [[-3.96, -2.69, 2.14], [-1.56, -2.17, 1.23], [5.76, 2.81, -1.57], [-0.33, 2.01, -1.56], [-0.20, -0.23, -0.29], [0.38, 0.38, 0.09], [0.14, -0.09, -0.71], [-0.08, -0.05, 0.11], [-0.09, -0.03, 0.13], [0.02, 0.02, -0.10], [0.08, 0.18, -0.08], [-0.32, -0.12, 0.13], [-0.22, -0.11, 0.17], [-0.17, -0.29, 0.05], [0.83, 0.31, 0.06], [-0.07, 0.03, -0.06], [0.06, 0.10, 0.06], [-0.17, -0.05, 0.05], [0.09, -0.07, 0.08], [-0.24, -0.12, 0.15], [0.00, 0.11, 0.05], [0.06, 0.07, -0.12]], "lumo_energy_ev": 0.80, "e_above_lowest_kcal_mol": 83.7, "e_homo_ev": -7.72, "e_tot_ev": -10540.989, "spin_multiplicity": 1}